DFT (ωB97M-V with the def2-TZVPD basis set) results for an isolated molecule of C12H11ClN2O3.

Geometry (Å):
O1 2.556 -1.006 5.007
C1 2.101 -1.013 3.888
C2 0.726 -0.757 3.505
C3 0.365 -0.800 2.211
N1 1.240 -1.079 1.206
C4 0.827 -1.070 -0.181
C5 1.233 0.244 -0.880
O2 0.547 0.418 -2.094
C6 -0.765 0.788 -2.080
C7 -1.492 1.160 -0.953
C8 -2.821 1.533 -1.072
C9 -3.432 1.533 -2.312
Cl1 -5.094 1.991 -2.451
C10 -2.719 1.168 -3.445
C11 -1.397 0.799 -3.326
C12 2.583 -1.324 1.466
O3 3.377 -1.550 0.585
N2 2.922 -1.288 2.792
H1 0.018 -0.541 4.285
H2 -0.656 -0.623 1.901
H3 1.309 -1.906 -0.693
H4 -0.256 -1.195 -0.231
H5 2.292 0.203 -1.147
H6 1.076 1.096 -0.206
H7 -1.041 1.183 0.026
H8 -3.378 1.823 -0.195
H9 -3.199 1.174 -4.411
H10 -0.821 0.514 -4.192
H11 3.898 -1.474 2.997

SMILES: O=c1ccn(CCOc2ccc(Cl)cc2)c(=O)[nH]1
Electronic energy in Eh: -1259.3468
Energy relative to the best compared isomer or geometry (same formula, charge and spin) in kcal/mol: 0.0
Frontier orbital gap in eV: 9.3

Table of Löwdin atomic charges, one value per atom, all in e:
1 O 0.081
2 C -0.469
3 C 0.020
4 C -0.042
5 N -0.012
6 C -0.097
7 C -0.159
8 O -0.033
9 C -0.267
10 C -0.024
11 C -0.102
12 C -0.685
13 Cl 0.665
14 C -0.097
15 C 0.004
16 C -0.473
17 O 0.098
18 N 0.212
19 H 0.114
20 H 0.131
21 H 0.138
22 H 0.127
23 H 0.133
24 H 0.130
25 H 0.099
26 H 0.107
27 H 0.108
28 H 0.122
29 H 0.172


DFT (ωB97M-V with the def2-TZVPD basis set) results for C12H11ClN2O3PtS5 as an isolated structure.

Geometry (Å):
Pt1 0.064 -0.228 0.873
Cl1 0.331 -4.894 -4.714
C1 0.378 -4.031 -3.206
C2 0.821 -4.701 -2.044
C3 0.872 -4.058 -0.846
C4 0.485 -2.691 -0.713
O1 0.563 -2.157 0.449
C5 0.038 -2.029 -1.896
C6 -0.380 -0.680 -1.935
O2 -0.444 0.160 -1.010
C7 -0.002 -2.732 -3.133
H1 1.120 -5.739 -2.120
H2 1.209 -4.565 0.048
H3 -0.695 -0.295 -2.909
H4 -0.342 -2.213 -4.021
N1 1.773 -0.763 4.656
C8 1.543 -0.278 3.416
N2 2.385 0.639 2.919
O3 0.548 -0.716 2.793
H5 2.661 -0.630 5.104
H6 1.216 -1.552 4.935
H7 3.026 1.113 3.531
H8 2.056 1.145 2.105
C9 -3.679 3.522 0.992
S1 -3.191 2.497 -0.417
C10 -1.562 3.099 -0.684
C11 -0.484 2.849 0.078
S2 -0.437 1.910 1.558
S3 1.012 3.542 -0.491
C12 0.421 4.260 -1.951
S4 1.365 5.036 -3.042
S5 -1.288 4.043 -2.128
H9 -4.699 3.235 1.243
H10 -3.658 4.575 0.723
H11 -3.026 3.325 1.839

Electronic energy in Eh: -3369.6219
Energy relative to the best compared isomer or geometry (same formula, charge and spin) in kcal/mol: 0.0
Frontier orbital gap in eV: 7.2

Table of Löwdin atomic charges, one value per atom, all in e:
1 Pt 0.962
2 Cl 0.656
3 C -0.673
4 C -0.082
5 C 0.004
6 C -0.338
7 O -0.190
8 C -0.126
9 C -0.142
10 O -0.199
11 C -0.064
12 H 0.109
13 H 0.120
14 H 0.146
15 H 0.117
16 N 0.186
17 C -0.620
18 N 0.179
19 O -0.172
20 H 0.111
21 H 0.121
22 H 0.117
23 H 0.045
24 C -0.386
25 S 0.810
26 C -1.020
27 C -1.109
28 S 0.525
29 S 0.894
30 C -1.508
31 S 0.530
32 S 0.911
33 H 0.034
34 H 0.041
35 H 0.013


DFT (ωB97M-V with the def2-TZVPD basis set) results for C12H11F2NV as an isolated structure at a distorted geometry.

Geometry (Å):
V1 0.386 0.014 -0.289
C1 0.247 -0.069 -3.440
H1 1.319 0.113 -3.489
H2 -0.023 -1.084 -3.770
H3 -0.285 0.680 -4.113
H4 -0.113 0.070 -2.398
H5 -1.145 0.059 -0.673
F1 0.048 -4.852 2.310
C2 0.159 -3.484 2.434
C3 0.011 -2.727 1.281
C4 0.149 -1.356 1.351
C5 0.395 -0.759 2.588
C6 0.531 -1.587 3.754
F2 0.818 -1.067 5.012
C7 0.420 -2.954 3.686
C8 0.530 0.660 2.580
C9 0.759 1.431 3.735
C10 0.835 2.811 3.678
C11 0.658 3.409 2.424
C12 0.440 2.608 1.273
N1 0.418 1.244 1.337
H6 -0.192 -3.151 0.343
H7 0.540 -3.590 4.564
H8 0.875 0.982 4.711
H9 1.011 3.432 4.544
H10 0.677 4.477 2.295
H11 0.284 3.041 0.300

Spin multiplicity: 4
Expectation value of S²: 3.77
Electronic energy in Eh: -1662.2309
Energy relative to the best compared isomer or geometry (same formula, charge and spin) in kcal/mol: 0.0
Frontier orbital gap (alpha / beta) in eV: 7.1 / 7.9

Table of Löwdin atomic charges, one value per atom, all in e:
1 V 0.627
2 C -0.064
3 H 0.012
4 H 0.033
5 H 0.055
6 H -0.103
7 H -0.074
8 F 0.030
9 C -0.242
10 C -0.057
11 C -0.161
12 C -0.166
13 C -0.159
14 F 0.017
15 C 0.047
16 C -0.198
17 C 0.007
18 C -0.049
19 C -0.057
20 C -0.087
21 N -0.043
22 H 0.085
23 H 0.135
24 H 0.106
25 H 0.109
26 H 0.093
27 H 0.102


DFT (ωB97M-V with the def2-TZVPD basis set) results for C12H12B2MnN4O28S as an isolated structure at a distorted geometry.

Geometry (Å):
Mn1 3.171 -21.703 -14.454
O1 2.563 -22.907 -12.531
C1 1.699 -22.904 -11.697
O2 1.181 -21.917 -11.025
B1 0.038 -22.436 -10.221
O3 0.038 -23.893 -10.420
C2 1.009 -24.221 -11.254
O4 1.316 -25.321 -11.613
O5 -1.263 -21.884 -10.691
C3 -1.813 -21.168 -9.721
O6 -2.831 -20.543 -9.802
C4 -0.917 -21.321 -8.462
O7 0.159 -21.990 -8.840
O8 -1.142 -20.858 -7.387
O9 6.434 -23.821 -7.245
C5 5.964 -22.933 -7.897
O10 6.388 -22.495 -9.068
B2 5.616 -21.297 -9.449
O11 4.816 -20.951 -8.272
C6 4.918 -21.901 -7.365
O12 4.455 -21.905 -6.267
O13 6.497 -20.218 -9.901
C7 6.246 -19.911 -11.158
O14 6.808 -19.102 -11.834
C8 5.097 -20.840 -11.638
O15 4.736 -21.584 -10.623
O16 4.707 -20.892 -12.774
S1 2.043 -19.249 -14.593
O17 1.559 -20.590 -14.075
O18 2.102 -18.246 -13.546
O19 3.408 -19.697 -15.085
O20 1.222 -18.792 -15.712
C9 -0.840 -22.307 -14.007
N1 -0.036 -22.890 -15.094
O21 -0.581 -23.128 -16.160
O22 1.130 -23.122 -14.862
H1 -0.241 -21.552 -13.502
H2 -1.033 -23.116 -13.301
H3 -1.737 -21.877 -14.430
C10 6.564 -19.945 -15.125
N2 6.455 -21.412 -15.341
O23 7.408 -22.018 -15.797
O24 5.384 -21.899 -15.079
H4 7.310 -19.822 -14.341
H5 5.588 -19.568 -14.827
H6 6.944 -19.485 -16.032
C11 4.798 -25.573 -13.134
N3 3.952 -25.330 -14.328
O25 3.793 -24.189 -14.674
O26 3.492 -26.304 -14.896
H7 4.996 -24.598 -12.697
H8 5.731 -25.962 -13.537
H9 4.295 -26.244 -12.452
C12 2.051 -23.261 -18.337
N4 2.318 -22.061 -17.504
O27 1.789 -21.028 -17.785
O28 3.087 -22.237 -16.564
H10 0.986 -23.426 -18.423
H11 2.528 -24.087 -17.817
H12 2.575 -23.087 -19.274

Total charge: -2
Spin multiplicity: 6
Expectation value of S²: 8.75
Electronic energy in Eh: -4389.4748
Frontier orbital gap (alpha / beta) in eV: 7.2 / 7.2

Table of Löwdin atomic charges, one value per atom, all in e:
1 Mn 0.883
2 O 0.082
3 C -0.375
4 O 0.270
5 B -0.866
6 O 0.238
7 C -0.385
8 O 0.140
9 O 0.209
10 C -0.388
11 O 0.138
12 C -0.387
13 O 0.246
14 O 0.151
15 O 0.132
16 C -0.393
17 O 0.227
18 B -0.862
19 O 0.245
20 C -0.395
21 O 0.151
22 O 0.245
23 C -0.373
24 O 0.146
25 C -0.334
26 O 0.245
27 O 0.105
28 S 0.302
29 O -0.449
30 O -0.344
31 O -0.445
32 O -0.371
33 C 0.070
34 N -0.383
35 O 0.062
36 O 0.022
37 H 0.086
38 H 0.112
39 H 0.106
40 C 0.062
41 N -0.389
42 O 0.063
43 O 0.005
44 H 0.096
45 H 0.074
46 H 0.100
47 C 0.067
48 N -0.408
49 O 0.029
50 O 0.065
51 H 0.098
52 H 0.101
53 H 0.101
54 C 0.059
55 N -0.383
56 O 0.147
57 O -0.035
58 H 0.090
59 H 0.098
60 H 0.098


DFT (ωB97M-V with the def2-TZVPD basis set) results for C12H12BF9N5O10OsS5 as an isolated structure.

Geometry (Å):
Os1 0.870 -0.135 -1.924
C1 -5.997 -2.843 2.153
N1 -4.654 -3.367 2.076
C2 -4.300 -4.663 1.755
C3 -2.952 -4.696 1.743
N2 -2.476 -3.438 2.046
B1 -0.946 -3.098 1.932
N3 -0.500 -2.161 3.110
C4 0.000 -2.594 4.310
C5 0.326 -1.509 5.054
N4 -0.011 -0.407 4.307
C6 0.254 0.972 4.662
C7 -0.494 -0.829 3.128
S1 -1.015 0.230 1.836
C8 -3.528 -2.619 2.237
S2 -3.549 -0.960 2.609
H1 -6.692 -3.677 2.236
H2 -6.233 -2.253 1.266
H3 -6.086 -2.197 3.024
H4 -5.034 -5.428 1.575
H5 -2.276 -5.506 1.540
H6 -0.355 -4.143 2.078
H7 -0.712 -2.556 0.891
H8 0.094 -3.642 4.525
H9 0.772 -1.420 6.028
H10 0.209 1.066 5.745
H11 -0.503 1.604 4.205
H12 1.236 1.265 4.292
F1 1.157 -2.892 -3.710
C9 1.447 -2.245 -4.818
F2 0.458 -2.405 -5.698
F3 2.569 -2.741 -5.337
S3 1.661 -0.419 -4.584
O1 0.402 0.126 -4.057
O2 2.100 0.070 -5.846
N5 2.724 -0.441 -3.380
S4 3.306 0.975 -2.875
O3 2.234 1.604 -2.103
O4 4.009 1.776 -3.820
C10 4.599 0.340 -1.707
F4 4.141 -0.577 -0.883
F5 5.591 -0.184 -2.432
F6 5.064 1.380 -1.030
F7 -3.142 -2.308 -0.798
C11 -2.957 -1.113 -1.362
F8 -3.623 -0.200 -0.663
F9 -3.502 -1.162 -2.595
C12 -1.468 -0.767 -1.481
O5 -0.656 -1.641 -1.856
O6 -1.070 0.408 -1.279
O7 1.444 -0.623 0.040
S5 1.823 0.261 1.169
O8 2.695 1.340 0.814
O9 0.455 1.049 1.597
O10 2.181 -0.533 2.316

Total charge: -1
Electronic energy in Eh: -4496.0652
Energy relative to the best compared isomer or geometry (same formula, charge and spin) in kcal/mol: 54.1
Frontier orbital gap in eV: 7.4

Table of Löwdin atomic charges, one value per atom, all in e:
1 Os 1.245
2 C -0.059
3 N -0.138
4 C -0.065
5 C -0.077
6 N -0.002
7 B -0.409
8 N 0.023
9 C -0.033
10 C -0.029
11 N -0.093
12 C -0.007
13 C -0.572
14 S 0.976
15 C -0.731
16 S 0.614
17 H 0.084
18 H 0.091
19 H 0.064
20 H 0.108
21 H 0.112
22 H 0.076
23 H 0.073
24 H 0.122
25 H 0.120
26 H 0.093
27 H 0.085
28 H 0.098
29 F 0.161
30 C -0.687
31 F 0.146
32 F 0.145
33 S 0.636
34 O -0.364
35 O -0.237
36 N -0.358
37 S 0.643
38 O -0.370
39 O -0.237
40 C -0.690
41 F 0.163
42 F 0.141
43 F 0.159
44 F 0.165
45 C -0.548
46 F 0.146
47 F 0.149
48 C -0.569
49 O -0.048
50 O -0.076
51 O -0.461
52 S 0.384
53 O -0.280
54 O -0.603
55 O -0.277


DFT (ωB97M-V with the def2-TZVPD basis set) results for a 4-piece molecular cluster, C12H12F4O12 overall at a distorted geometry.

Geometry (Å):
O1 2.453 -3.557 0.279
C1 2.290 -3.069 1.393
O2 1.273 -3.389 2.207
C2 1.531 -2.813 3.497
C3 2.493 -1.749 3.282
F1 3.417 -1.823 4.259
O3 2.979 -2.083 1.978
H1 0.611 -2.587 4.035
H2 1.942 -3.561 4.176
H3 1.935 -0.823 3.418
O4 -0.241 -0.664 1.311
C4 -0.365 0.511 1.570
O5 0.544 1.350 2.080
C5 -0.016 2.706 2.096
C6 -1.127 2.633 1.058
F2 -0.505 2.952 -0.049
O6 -1.468 1.219 1.174
H4 -0.418 3.001 3.065
H5 0.789 3.384 1.812
H6 -1.910 3.388 1.127
O7 -1.417 -1.159 -3.408
C7 -2.241 -0.457 -2.922
O8 -3.552 -0.621 -2.960
C8 -4.324 0.363 -2.310
C9 -3.230 1.362 -2.104
F3 -3.212 2.025 -1.006
O9 -1.978 0.736 -2.401
H7 -5.024 0.747 -3.052
H8 -4.820 -0.096 -1.454
H9 -3.477 2.088 -2.880
O10 3.605 -0.171 -3.805
C10 2.756 -0.110 -2.967
O11 2.360 -1.064 -2.226
C11 1.229 -0.746 -1.515
C12 1.280 0.745 -1.530
F4 1.793 1.262 -0.435
O12 2.021 1.045 -2.656
H10 0.301 -1.173 -1.895
H11 1.317 -1.166 -0.513
H12 0.406 1.363 -1.731

SMILES: O=C1OC[C@@H](F)O1.O=C1OC[C@@H](F)O1.O=C1OC[C@@H](F)O1.O=C1OC[C@@H](F)O1
Electronic energy in Eh: -1766.8019
Energy relative to the best compared isomer or geometry (same formula, charge and spin) in kcal/mol: 54.1
Frontier orbital gap in eV: 10.6

Table of Löwdin atomic charges, one value per atom, all in e:
1 O 0.144
2 C -0.539
3 O 0.082
4 C -0.082
5 C -0.321
6 F 0.085
7 O 0.153
8 H 0.144
9 H 0.142
10 H 0.164
11 O 0.160
12 C -0.532
13 O 0.067
14 C -0.021
15 C -0.313
16 F 0.094
17 O 0.107
18 H 0.136
19 H 0.146
20 H 0.174
21 O 0.184
22 C -0.583
23 O 0.086
24 C -0.034
25 C -0.366
26 F 0.144
27 O 0.154
28 H 0.143
29 H 0.150
30 H 0.169
31 O 0.170
32 C -0.556
33 O 0.147
34 C -0.059
35 C -0.385
36 F 0.110
37 O 0.139
38 H 0.129
39 H 0.120
40 H 0.149


DFT (ωB97M-V with the def2-TZVPD basis set) results for a 4-piece molecular cluster, C12H12F4O12 overall at a distorted geometry.

Geometry (Å):
O1 -0.470 1.663 -1.112
C1 0.319 2.542 -0.913
O2 1.521 2.317 -0.421
C2 2.213 3.669 -0.266
C3 1.248 4.609 -0.936
F1 1.893 5.036 -2.077
O3 0.169 3.888 -1.314
H1 2.384 3.828 0.789
H2 3.095 3.693 -0.905
H3 1.133 5.477 -0.333
O4 0.645 4.765 5.617
C4 0.672 3.898 4.860
O5 0.152 3.996 3.607
C5 0.062 2.671 3.148
C6 1.221 2.015 3.866
F2 2.393 2.332 3.148
O6 1.272 2.725 5.117
H4 -0.880 2.175 3.463
H5 0.176 2.622 2.043
H6 1.155 0.953 4.038
O7 -1.302 -1.308 3.558
C7 -1.002 -1.363 2.440
O8 0.233 -1.256 1.933
C8 0.174 -1.333 0.507
C9 -1.331 -1.636 0.143
F3 -1.407 -2.949 -0.266
O9 -1.926 -1.462 1.392
H7 0.442 -0.321 0.170
H8 0.967 -2.012 0.186
H9 -1.860 -0.960 -0.578
O10 -1.245 -6.116 -6.543
C10 -1.216 -5.587 -5.489
O11 -1.320 -6.361 -4.368
C11 -1.586 -5.481 -3.284
C12 -1.249 -4.103 -3.857
F4 -0.233 -3.607 -3.016
O12 -0.948 -4.300 -5.200
H10 -2.570 -5.709 -2.888
H11 -0.952 -5.656 -2.467
H12 -2.040 -3.356 -3.792

SMILES: O=C1OC[C@@H](F)O1.O=C1OC[C@@H](F)O1.O=C1OC[C@@H](F)O1.O=C1OC[C@@H](F)O1
Electronic energy in Eh: -1766.8380
Energy relative to the best compared isomer or geometry (same formula, charge and spin) in kcal/mol: 31.4
Frontier orbital gap in eV: 11.8

Table of Löwdin atomic charges, one value per atom, all in e:
1 O 0.155
2 C -0.533
3 O 0.075
4 C 0.038
5 C -0.357
6 F 0.042
7 O 0.150
8 H 0.126
9 H 0.144
10 H 0.162
11 O 0.225
12 C -0.605
13 O 0.081
14 C -0.085
15 C -0.225
16 F 0.025
17 O 0.151
18 H 0.156
19 H 0.138
20 H 0.162
21 O 0.203
22 C -0.554
23 O 0.062
24 C -0.029
25 C -0.271
26 F 0.033
27 O 0.104
28 H 0.110
29 H 0.142
30 H 0.178
31 O 0.195
32 C -0.551
33 O 0.076
34 C -0.058
35 C -0.263
36 F 0.014
37 O 0.162
38 H 0.140
39 H 0.116
40 H 0.167